No. 1
The following is a DFT calculation (ωB97M-V/def2-TZVPD) of C57H41I4N6PtSSb as an isolated structure.

XYZ file:
```
111
Properties=species:S:1:pos:R:3
Pt -1.36908 -0.44325 0.16234
I 7.57136 -1.64286 -0.41172
C 5.60418 -1.72746 0.22985
C 4.97464 -2.95905 0.38138
C 3.65906 -3.00931 0.81003
C 2.95826 -1.83676 1.08515
C 3.59634 -0.61159 0.91985
C 4.91517 -0.54995 0.50128
C 1.54691 -1.88828 1.48664
C 0.85464 -0.86438 2.09712
C 0.21473 -1.22463 4.92942
C -0.95485 -1.13535 4.30913
C -1.18537 -0.26528 3.13101
C -2.05696 0.78925 3.21698
C -2.71991 1.08086 4.52269
C -2.22197 2.08222 5.34963
C -2.81396 2.34679 6.57525
C -3.91168 1.59905 6.98455
I -4.79637 1.98139 8.81897
C -4.41869 0.59897 6.16449
C -3.82420 0.34647 4.93711
C -2.28269 1.67274 2.13446
N -2.05556 1.35420 0.81355
C -2.43866 2.39881 0.06856
C -2.54874 2.39874 -1.39042
C -2.81298 3.69593 -2.06807
C -4.04092 4.33730 -1.92909
C -4.28159 5.53512 -2.58206
C -3.28889 6.10075 -3.37500
I -3.64564 7.89382 -4.34818
C -2.06346 5.46489 -3.52214
C -1.82967 4.26183 -2.87230
C -2.49329 1.25872 -2.11462
C -2.81125 1.06854 -3.53036
C -2.74568 -0.24485 -3.80197
C -2.33825 -0.91194 -2.56444
N -2.21309 -0.01705 -1.59624
C -1.95007 -2.22991 -2.21718
C -0.97944 -2.26855 -1.06444
C -1.39522 -2.73893 0.17268
C -0.49363 -3.41149 1.11773
C 0.73127 -2.99901 1.32273
N 0.39061 -2.36111 -1.48011
C -2.32423 -3.43385 -2.87386
C -1.72230 -4.66321 -2.51743
C -2.07034 -5.83799 -3.14378
C -3.04838 -5.83072 -4.14006
I -3.57670 -7.58889 -5.07179
C -3.67921 -4.63541 -4.49299
C -3.32539 -3.46086 -3.87166
C -2.88150 3.47106 0.92628
C -2.82135 3.00622 2.19840
N -0.43226 -0.53460 1.98866
H 5.51038 -3.87326 0.16910
H 3.16889 -3.96699 0.93542
H 3.04083 0.30497 1.08450
H 5.40113 0.40620 0.36366
H 0.35152 -1.86597 5.79219
H -1.80762 -1.69701 4.67851
H -1.36266 2.66586 5.03774
H -2.42361 3.13075 7.20871
H -5.27892 0.02403 6.47636
H -4.23438 -0.42355 4.29502
H -4.82256 3.89359 -1.32498
H -5.24043 6.02322 -2.47911
H -1.29369 5.90296 -4.14153
H -0.87533 3.76352 -2.98917
H -3.06591 1.86772 -4.20643
H -2.91446 -0.72176 -4.75137
H -2.45322 -2.95204 0.29116
H -0.87537 -4.31592 1.58365
H -0.97216 -4.69854 -1.73701
H -1.59232 -6.76498 -2.86201
H -4.45471 -4.63539 -5.24569
H -3.85743 -2.55772 -4.12966
H -3.21151 4.43665 0.58786
H -3.10243 3.51870 3.10212
C 3.64979 -1.07016 4.21731
Sb 1.85452 -0.00501 4.46111
C 2.15909 0.74904 6.42422
C 1.62890 1.83244 3.44866
H 4.34649 -0.48478 3.62222
H 3.47017 -2.02416 3.73030
H 4.03506 -1.21078 5.22418
H 3.02596 1.40723 6.44676
H 2.32334 -0.08566 7.10404
H 1.27302 1.29824 6.73928
H 1.56698 2.60514 4.21081
H 0.74183 1.81391 2.82213
H 2.51424 1.97607 2.83317
S 5.01899 -0.70535 -3.02331
C 3.39866 -0.45500 -2.32400
C 2.52551 -1.51526 -2.21773
C 1.28334 -1.29603 -1.60686
N 0.92653 -0.12460 -1.11398
C 1.77939 0.90226 -1.23196
C 3.01164 0.79709 -1.82862
C 4.73364 0.07413 -4.60663
C 4.92940 1.43657 -4.77616
C 4.68360 1.98517 -6.02566
N 4.27874 1.28056 -7.07905
C 4.12196 -0.02880 -6.90470
C 4.33321 -0.67988 -5.69808
H 2.80380 -2.49396 -2.58556
H 0.56097 -3.11239 -2.13467
H 1.44274 1.84402 -0.81235
H 3.67620 1.64641 -1.88742
H 5.28051 2.05496 -3.96224
H 4.82665 3.04673 -6.18915
H 3.81149 -0.59150 -7.77700
H 4.19590 -1.74887 -5.61416
```

Values from the calculation:
ΔE to the lowest compared entry with this formula, charge and spin = 520.2 kJ/mol
E = -4473.0014 Eh
total charge = +2
spin multiplicity = 5
HOMO-LUMO gap (spin up / spin down) = 5.540 / 4.562 eV
expectation value of S² = 6.09

No. 2
The following is a DFT calculation (ωB97M-V/def2-TZVPD) of C57H42FN6O4Se2Tl as an isolated structure.

XYZ file:
```
113
Properties=species:S:1:pos:R:3
Tl 0.05987 0.64158 0.28669
C 2.93007 6.21086 -7.47034
O 3.04210 6.54408 -6.10155
C 2.73839 5.53734 -5.17652
C 3.06289 5.65044 -3.80903
C 2.75534 4.67852 -2.87046
C 1.96335 3.66539 -3.36339
C 1.80915 3.47406 -4.71016
C 2.14958 4.39257 -5.62432
C 1.42376 2.63640 -2.41414
C 2.30891 1.76824 -1.81334
C 3.77738 1.87692 -1.93910
C 4.26107 0.96618 -1.09939
C 3.22303 0.21634 -0.59134
N 1.99773 0.73889 -0.97151
C 3.33205 -0.86047 0.32262
C 2.27041 -1.66307 0.71642
C 2.29856 -2.90788 1.46817
C 1.03334 -3.39509 1.57819
C 0.14890 -2.41167 0.89395
C -1.20354 -2.58077 0.90243
C -1.87858 -3.83439 1.32225
C -1.94410 -4.72724 0.31169
C -2.51045 -5.97732 0.43550
C -2.82018 -6.48229 1.65094
O -3.38185 -7.73735 1.63542
C -4.24697 -8.09558 2.65362
C -2.72000 -5.69241 2.81533
C -2.20182 -4.37583 2.57422
C -2.16842 -1.69329 0.27911
N -1.81203 -0.50949 -0.24049
C -3.01287 0.20648 -0.59497
C -3.06499 1.43497 -1.24680
C -4.40494 2.09863 -1.21703
C -4.83895 3.02960 -0.28790
C -6.15659 3.53329 -0.26867
C -7.02205 3.14359 -1.28012
O -8.26988 3.71619 -1.12625
C -9.33103 3.49518 -2.01361
C -6.64341 2.22873 -2.26961
C -5.39304 1.66102 -2.15544
C -2.00938 2.15405 -1.76550
C -2.03504 3.42570 -2.41855
C -0.74614 3.73906 -2.71329
C 0.05905 2.70254 -2.27915
N -0.72297 1.77667 -1.65660
C -4.05502 -0.70878 -0.27585
C -3.52913 -1.81737 0.37865
N 0.97833 -1.45435 0.36832
C 4.68139 -1.36036 0.54667
C 5.25380 -1.24307 1.79918
C 6.50124 -1.79668 2.17226
C 7.11574 -2.58707 1.25451
O 8.32574 -3.06607 1.71207
C 8.53624 -4.47092 1.51674
C 6.55664 -2.81661 0.01068
C 5.37417 -2.21719 -0.33265
H 3.40676 7.00625 -8.07872
H 1.89424 6.14385 -7.79473
H 3.48595 5.27459 -7.58687
H 3.57968 6.54483 -3.54950
H 2.98523 4.78978 -1.84663
H 1.33220 2.60740 -5.03855
H 1.86968 4.29962 -6.65395
H 4.26273 2.63547 -2.51960
H 5.37385 0.90667 -0.84395
H 3.19637 -3.24027 1.95172
H 0.74841 -4.20913 2.18887
H -1.66034 -4.42702 -0.68915
H -2.64078 -6.58480 -0.43293
H -4.80937 -9.03593 2.38348
H -5.10688 -7.38965 2.82435
H -3.80639 -8.23017 3.61669
H -3.06468 -5.88788 3.82296
H -2.02135 -3.74468 3.39208
H -4.09521 3.32706 0.42870
H -6.51075 4.09496 0.53748
H -10.20366 3.93759 -1.60061
H -9.55144 2.42830 -2.23494
H -9.06094 3.85995 -2.99157
H -7.41095 1.90073 -2.95274
H -5.03633 0.89896 -2.88405
H -2.86410 4.08742 -2.56123
H -0.40344 4.66541 -3.07751
H -5.13625 -0.55208 -0.20101
H -4.00411 -2.65198 0.81573
H 4.78368 -0.51644 2.46273
H 6.93357 -1.65802 3.17916
H 9.29154 -4.86275 2.23428
H 8.67974 -4.72050 0.48490
H 7.69567 -5.06348 1.84603
H 6.99955 -3.51616 -0.68581
H 5.01498 -2.44796 -1.37309
Se -3.99388 -3.36835 6.41068
C -4.80709 -4.79124 5.59591
N -5.35456 -5.65629 5.02764
Se 0.24220 5.92374 0.99546
C 1.33464 4.55056 0.72580
N 2.09752 3.66390 0.71952
F 2.78921 -0.85053 6.24365
C 2.00025 -0.27615 5.29450
C 0.75621 -0.72097 5.04021
C 0.07459 -0.19473 3.97825
C 0.56142 0.95865 3.32688
C -0.21824 1.66997 2.22128
C 1.82966 1.42455 3.65513
C 2.56200 0.78926 4.65633
H 0.35631 -1.52369 5.61158
H -0.94215 -0.63843 3.69353
H 0.03583 2.74904 2.26834
H -1.20151 1.46066 2.55628
H 2.21455 2.22406 3.04155
H 3.67133 1.07519 4.85690
```

Values from the calculation:
ΔE to the lowest compared entry with this formula, charge and spin = 184.2 kJ/mol
E = -7901.9027 Eh
total charge = -2
spin multiplicity = 1
HOMO-LUMO gap = 5.068 eV

No. 3
The following is a DFT calculation (ωB97M-V/def2-TZVPD) of C57H45As2F5IN4O5S2Y as an isolated structure.

XYZ file:
```
122
Properties=species:S:1:pos:R:3
Y 0.63695 -0.32234 -0.54615
O 2.63815 0.18072 0.55753
C 3.01410 -0.26220 1.65194
C 2.25826 -0.82332 2.71698
C 2.86896 -0.98877 3.98944
C 2.14403 -1.38041 5.05644
C 0.77496 -1.65845 4.91414
C 0.16170 -1.54243 3.70825
C 0.86382 -1.10892 2.57646
O 0.09883 -0.90909 1.50849
N 2.73597 -1.56961 6.39892
O 3.87852 -1.12132 6.57997
O 2.05162 -2.16300 7.24479
H 4.11540 -0.04292 1.76842
H 3.83837 -0.62405 4.19420
H 0.22630 -2.04841 5.76409
H -0.91398 -1.62184 3.54081
C -3.64928 -0.46856 -1.44985
C -2.93113 -1.25383 -2.48755
As -1.67267 -2.42507 -1.45840
C -1.29965 -3.58139 -2.97352
C -1.57237 -4.90354 -3.16701
C -1.11368 -5.59178 -4.32207
C -0.23315 -4.94763 -5.23599
C 0.01690 -3.59866 -5.04596
C -0.55184 -2.94237 -3.99973
C -2.86415 -3.62086 -0.30445
C -4.08746 -4.11553 -0.66226
C -4.68642 -5.03201 0.17079
C -4.15124 -5.26903 1.45131
C -2.94296 -4.60903 1.85836
C -2.32722 -3.73695 0.98609
As -2.50373 0.62205 -0.40550
C -3.18122 2.44264 -0.55847
C -2.78783 3.25123 -1.66243
C -3.38880 4.40779 -2.02806
C -4.35938 4.92005 -1.25215
C -4.75007 4.25262 -0.06805
C -4.18096 3.02649 0.25878
C -2.96065 0.26009 1.43362
C -3.89966 -0.70681 1.89820
C -4.21688 -0.78090 3.25447
C -3.57165 0.00342 4.19558
C -2.54987 0.86142 3.69560
C -2.33237 1.05348 2.36500
H -4.15632 -1.15485 -0.78918
H -4.44492 0.18396 -1.82761
H -2.37185 -0.66246 -3.18069
H -3.60626 -1.86102 -3.08599
H -2.19789 -5.40681 -2.46918
H -1.33547 -6.65655 -4.39613
H 0.11122 -5.49071 -6.13803
H 0.76295 -3.09081 -5.61852
H -0.20937 -1.92572 -3.78669
H -4.53442 -3.81233 -1.58362
H -5.62749 -5.50193 -0.14638
H -4.69438 -5.95473 2.14978
H -2.50743 -4.79260 2.83026
H -1.38055 -3.28789 1.26197
H -2.01674 2.86581 -2.27165
H -2.95664 4.98618 -2.81727
H -4.92576 5.76519 -1.54451
H -5.32001 4.76059 0.72655
H -4.43196 2.57954 1.16623
H -4.35328 -1.38673 1.22246
H -5.12766 -1.28968 3.56907
H -3.58484 -0.20467 5.22096
H -1.93528 1.30013 4.44060
H -1.74254 1.87357 1.99227
O 0.18884 -5.21771 3.51834
H 0.70439 -5.82920 4.05172
H 0.78275 -4.96288 2.78607
I 5.78405 1.86548 -0.58814
C 4.60647 2.14952 -2.30555
C 4.19824 1.07275 -3.07264
C 3.50113 1.36636 -4.21181
C 3.31612 2.68652 -4.59301
C 3.86454 3.66470 -3.80011
N 4.51714 3.42885 -2.65525
H 4.44262 0.08607 -2.78511
H 3.07559 0.51471 -4.85987
H 2.71299 2.95406 -5.45398
H 3.85748 4.72861 -4.13038
F 0.74787 -3.89634 0.85865
C 1.51759 -3.85994 -0.28686
C 1.61981 -2.68814 -1.03979
C 2.52203 -2.75940 -2.05117
F 2.76828 -1.70855 -2.82384
C 3.30205 -3.88469 -2.31095
F 4.12395 -3.89708 -3.41286
C 3.03650 -5.03650 -1.62193
F 3.66952 -6.22782 -1.83713
C 2.22593 -4.99838 -0.53961
F 2.12667 -6.04954 0.26330
N 0.77769 2.13889 -0.40639
S 2.07088 3.09700 -0.29312
C 2.53413 3.33003 1.44366
C 3.62589 4.15013 1.76851
C 4.02651 4.18032 3.08413
C 3.52757 3.18451 3.93477
C 2.49597 2.37558 3.57813
C 1.95832 2.46031 2.30713
C 1.44049 4.74157 -0.59371
C 2.15315 5.62864 -1.37692
C 1.65921 6.91215 -1.56103
C 0.52075 7.32915 -0.82620
C -0.11860 6.42973 -0.01123
C 0.21896 5.08705 0.01386
H -0.08586 2.71209 -0.28114
H 4.08680 4.80859 0.98476
H 4.86783 4.87050 3.34112
H 3.92359 3.14187 4.96326
H 2.19385 1.75269 4.36332
H 1.20813 1.70747 2.04342
H 3.05663 5.37264 -1.91450
H 2.19254 7.60435 -2.24200
H 0.06065 8.28045 -0.90945
H -1.02043 6.71068 0.44195
H -0.21519 4.40685 0.69640
S -0.78477 1.77752 -4.50391
C -0.08485 0.84024 -3.46154
N 0.44192 0.12107 -2.71708
```

Values from the calculation:
E = -8897.4684 Eh
spin multiplicity = 1
HOMO-LUMO gap = 7.542 eV

No. 4
The following is a DFT calculation (ωB97M-V/def2-TZVPD) of C57H45I4N7O2Ru as an isolated structure.

XYZ file:
```
116
Properties=species:S:1:pos:R:3
Ru 0.12879 0.71240 -0.55594
I -6.20010 4.85404 -6.27765
C -4.86606 4.20750 -4.76696
C -4.16375 5.14720 -4.02333
C -3.23170 4.72363 -3.09264
C -3.00874 3.36511 -2.88659
C -3.77310 2.43452 -3.59440
C -4.68266 2.84974 -4.54414
C -1.99263 2.80959 -1.97635
C -0.62718 3.00142 -2.28696
C -0.07223 3.93595 -3.21728
C 1.28247 3.76193 -3.20292
C 1.55771 2.67835 -2.31034
C 2.78078 2.00185 -2.16091
C 4.03000 2.61301 -2.66415
C 4.39190 2.58894 -4.00526
C 5.57007 3.18196 -4.41993
C 6.39165 3.79844 -3.48631
I 8.14722 4.80087 -4.12676
C 6.06553 3.78857 -2.13733
C 4.88385 3.19924 -1.73183
C 2.89682 0.69947 -1.66009
N 1.88921 -0.00789 -1.08094
C 2.23799 -1.32359 -1.08872
C 1.39927 -2.35559 -0.59471
C 1.47879 -3.68774 -1.19686
C 0.27748 -4.16837 -1.74150
C 0.26354 -5.27363 -2.56599
C 1.44854 -5.94136 -2.84690
I 1.47627 -7.53066 -4.23911
C 2.62699 -5.54026 -2.23114
C 2.64333 -4.42284 -1.42221
C 0.35424 -2.10071 0.32451
C -0.18937 -3.01423 1.27639
C -0.99175 -2.28691 2.11757
C -1.00962 -0.94352 1.63010
N -0.18686 -0.87140 0.55444
C -1.87298 0.12082 2.05713
C -2.41037 0.96345 1.02363
C -3.74608 1.45574 0.85953
C -3.79726 2.09744 -0.34773
C -2.47492 2.05716 -0.89582
N -1.68739 1.31569 -0.06404
C -2.17613 0.29230 3.45833
C -3.14191 1.19730 3.94791
C -3.37693 1.34765 5.29511
C -2.63728 0.61771 6.21888
I -3.02148 0.81730 8.27723
C -1.62134 -0.22224 5.77448
C -1.38405 -0.36464 4.42718
C 3.53826 -1.44890 -1.67665
C 3.97360 -0.19130 -1.96768
N 0.38675 2.26493 -1.74804
H -4.34763 6.20062 -4.17342
H -2.69592 5.45166 -2.50150
H -3.61409 1.38194 -3.41743
H -5.24302 2.12093 -5.10819
H -0.62660 4.63747 -3.80892
H 2.01030 4.29631 -3.78005
H 3.75200 2.09669 -4.72136
H 5.84460 3.17582 -5.46330
H 6.72537 4.23398 -1.40862
H 4.60105 3.19498 -0.68890
H -0.64007 -3.62794 -1.56407
H -0.66493 -5.60366 -3.00222
H 3.53492 -6.09447 -2.39613
H 3.55832 -4.14838 -0.92540
H 0.05322 -4.05589 1.34735
H -1.57334 -2.67222 2.93207
H -4.58055 1.27646 1.51103
H -4.65130 2.57782 -0.78521
H -3.72593 1.79133 3.26851
H -4.13604 2.02985 5.64401
H -1.01875 -0.75684 6.49271
H -0.55478 -0.98052 4.11704
H 4.08386 -2.35659 -1.82818
H 4.90835 0.09851 -2.40172
C 5.75772 1.23646 5.89455
C 4.40406 0.59298 6.17837
N 3.32257 1.33911 5.54748
C 2.49604 2.18961 6.37430
C 3.17050 3.49366 6.80739
C 3.14814 1.10861 4.23504
O 3.76831 0.25295 3.62193
C 2.16324 1.92169 3.43796
C 1.93919 3.29068 3.52962
C 1.10396 3.89886 2.60251
C 0.52560 3.13421 1.60607
N 0.76002 1.82832 1.49814
C 1.54935 1.24416 2.38557
H 6.55256 0.58375 6.24168
H 5.85089 2.19471 6.39817
H 5.87894 1.37914 4.82342
H 4.22115 0.53556 7.25048
H 4.39892 -0.41630 5.75539
H 2.23976 1.62454 7.27447
H 1.56724 2.40468 5.84192
H 3.90984 3.31477 7.58143
H 2.41721 4.16576 7.21027
H 3.67296 3.98951 5.98091
H 2.41858 3.88958 4.28489
H 0.90027 4.95655 2.65956
H -0.14204 3.57339 0.87329
H 1.74003 0.18589 2.26380
C 0.04725 0.71859 -5.22915
N 0.61670 -0.50348 -4.70631
C 1.48294 -1.28229 -5.56378
C 0.21805 -0.96485 -3.52554
O -0.52468 -0.37323 -2.74058
H -0.86080 0.50298 -5.79414
H 0.75219 1.22396 -5.88438
H -0.20690 1.37409 -4.39921
H 0.91713 -2.00016 -6.15953
H 2.22120 -1.82049 -4.96932
H 2.00386 -0.61422 -6.24541
H 0.62148 -1.96576 -3.30232
```

Values from the calculation:
E = -4018.0567 Eh
total charge = +2
spin multiplicity = 1
HOMO-LUMO gap (spin up / spin down) = 4.437 / 4.431 eV

Table of max |F| (eV/A), in record order: 0.71 4.74 3.59 2.07